Entry 1:
A 2-piece molecular cluster, C5H15N4O overall at a distorted geometry, computed with ωB97M-V/def2-TZVPD.

Frontier orbital gap ... 0.3876 hartree
Molecular weight ... 147.2 g mol⁻¹
Calculated total energy ... -13430.595 eV
Strongest force on any atom ... 4.41 eV/Å

```
! RIJCOSX wB97M-V def2-TZVPD def2/J DEFGRID3
* xyz 1 1
C -0.09 0.75 2.02
C 1.09 0.34 2.88
C -0.82 -0.41 1.45
O -1.63 -0.34 0.52
N -0.70 -1.64 2.01
H -0.66 1.60 2.47
H 0.22 1.35 1.10
H 0.71 -0.11 3.83
H -1.16 -2.45 1.63
H 0.10 -1.95 2.56
H 1.84 1.11 3.18
H 1.67 -0.43 2.45
C 0.77 1.86 -1.78
C -0.40 -0.37 -1.97
N -0.40 0.93 -1.85
N 0.66 -0.90 -2.70
N -1.45 -1.20 -1.90
H -1.07 1.24 -1.14
H 0.79 -0.59 -3.66
H 0.90 -1.87 -2.62
H -2.21 -1.08 -1.25
H -1.28 -2.18 -2.08
H 0.46 2.82 -1.33
H 1.15 2.03 -2.77
H 1.50 1.48 -1.06
*
```

These are the natural (NBO) partial charges, in e, on atoms 1 to 2: atom 1 (C): -0.52, atom 2 (C): -0.63



Entry 2:
A 2-piece molecular cluster, C5H15N5O2 overall at a distorted geometry, computed with ωB97M-V/def2-TZVPD.

Frontier orbital gap ... 0.3530 hartree
Molecular weight ... 177.2 g mol⁻¹
SMILES string ... [H]/N=C(\NN)NO.CC/C=N/OC
Calculated total energy ... -16968.781 eV
Strongest force on any atom ... 3.42 eV/Å

```
! RIJCOSX wB97M-V def2-TZVPD def2/J DEFGRID3
* xyz 0 1
H -0.17 5.58 -0.23
N -0.17 4.57 -0.36
C -1.37 4.07 -0.27
N -2.59 4.68 -0.35
N -2.78 6.04 -0.17
N -1.55 2.69 -0.14
O -0.43 1.95 0.39
H -3.41 4.16 -0.13
H -2.37 6.53 -0.95
H -2.29 6.36 0.68
H -1.75 2.25 -1.05
H 0.23 2.74 0.32
C 0.89 -5.93 0.98
C 1.88 -4.91 0.49
C 1.27 -3.70 -0.09
N 1.66 -2.51 0.04
O 0.67 -1.70 -0.57
C 1.13 -0.34 -0.54
H 0.01 -6.06 0.33
H 1.44 -6.88 0.99
H 0.53 -5.69 1.98
H 2.63 -4.70 1.28
H 2.41 -5.36 -0.39
H 0.35 -3.84 -0.66
H 0.91 0.09 0.45
H 0.62 0.20 -1.34
H 2.22 -0.28 -0.70
*
```

These are the natural (NBO) partial charges, in e, on atoms 1 to 2: atom 1 (H): 0.35, atom 2 (N): -0.79



Entry 3:
A 2-piece molecular cluster, C5H15NO overall at a distorted geometry, computed with ωB97M-V/def2-TZVPD.

Frontier orbital gap ... 0.3706 hartree
Molecular weight ... 105.2 g mol⁻¹
SMILES string ... CC(C)O.CCN
Calculated total energy ... -8964.334 eV
Strongest force on any atom ... 3.57 eV/Å

```
! RIJCOSX wB97M-V def2-TZVPD def2/J DEFGRID3
* xyz 0 1
C 1.27 -0.05 -0.69
C 0.39 0.67 -1.72
C -0.45 1.79 -1.10
O 1.17 1.18 -2.80
H 2.26 -0.16 -1.11
H 1.42 0.56 0.20
H 1.19 -1.22 -0.30
H -0.28 -0.05 -2.20
H -1.08 1.41 -0.30
H 0.21 2.55 -0.66
H -1.07 2.26 -1.87
H 1.73 1.88 -2.46
C -0.79 -0.21 2.29
C -1.01 -1.15 1.12
N -0.24 -2.35 1.25
H -1.37 0.70 2.17
H -1.07 -0.69 3.23
H 0.27 0.07 2.35
H -0.54 -0.61 0.19
H -2.07 -1.38 0.99
H -0.65 -3.09 0.70
H 0.71 -2.13 0.73
*
```

These are the natural (NBO) partial charges, in e, on atoms 1 to 2: atom 1 (C): -0.66, atom 2 (C): 0.08



Entry 4:
A 2-piece molecular cluster, C5H15NO overall at a distorted geometry, computed with ωB97M-V/def2-TZVPD.

Frontier orbital gap ... 0.3529 hartree
Molecular weight ... 105.2 g mol⁻¹
SMILES string ... CC(C)[C@H](C)N.O
Calculated total energy ... -8965.577 eV
Strongest force on any atom ... 2.13 eV/Å

```
! RIJCOSX wB97M-V def2-TZVPD def2/J DEFGRID3
* xyz 0 1
C 1.14 -1.26 -1.32
C 0.83 0.04 -0.62
C 2.07 0.57 0.11
C -0.40 -0.11 0.34
C -0.54 1.09 1.23
N -0.33 -1.37 1.08
H 2.06 -1.22 -1.91
H 0.37 -1.51 -2.03
H 1.34 -2.05 -0.59
H 0.53 0.80 -1.36
H 2.07 1.61 0.43
H 2.11 0.01 1.05
H 2.99 0.36 -0.44
H -1.19 -0.23 -0.39
H -0.10 2.00 0.83
H -1.60 1.30 1.45
H -0.10 0.94 2.23
H -0.75 -1.28 1.99
H -0.52 -2.19 0.53
O -3.45 1.06 -0.63
H -3.31 1.30 -1.55
H -3.20 0.15 -0.45
*
```

These are the natural (NBO) partial charges, in e, on atoms 1 to 2: atom 1 (C): -0.62, atom 2 (C): -0.21



Entry 5:
A 2-piece molecular cluster, C5H15NO overall at a distorted geometry, computed with ωB97M-V/def2-TZVPD.

Frontier orbital gap ... 0.3540 hartree
Molecular weight ... 105.2 g mol⁻¹
SMILES string ... CCCCNC.O
Calculated total energy ... -8965.245 eV
Strongest force on any atom ... 1.66 eV/Å

```
! RIJCOSX wB97M-V def2-TZVPD def2/J DEFGRID3
* xyz 0 1
C -2.07 -0.68 -1.14
C -0.65 -0.92 -1.66
C 0.23 -1.82 -0.74
C 0.77 -1.20 0.54
N 0.23 0.09 0.91
C 1.04 0.79 1.90
H -2.14 -0.26 -0.14
H -2.65 -1.60 -1.26
H -2.57 0.00 -1.84
H -0.78 -1.45 -2.61
H -0.12 0.03 -1.74
H -0.38 -2.70 -0.53
H 1.00 -2.18 -1.41
H 0.64 -1.94 1.35
H 1.85 -1.07 0.48
H -0.73 0.03 1.24
H 1.30 0.14 2.74
H 2.01 1.06 1.48
H 0.51 1.69 2.18
O 0.49 3.10 0.07
H -0.26 2.51 -0.10
H 0.96 3.03 -0.77
*
```

These are the natural (NBO) partial charges, in e, on atoms 1 to 2: atom 1 (C): -0.61, atom 2 (C): -0.39



Entry 6:
A 2-piece molecular cluster, C5H15NO overall, computed with ωB97M-V/def2-TZVPD.

Frontier orbital gap ... 0.3753 hartree
Molecular weight ... 105.2 g mol⁻¹
SMILES string ... CC[C@H](C)NC.O
Calculated total energy ... -8965.856 eV
Strongest force on any atom ... 0.71 eV/Å

```
! RIJCOSX wB97M-V def2-TZVPD def2/J DEFGRID3
* xyz 0 1
C 2.05 1.55 -0.59
C 1.25 0.26 -0.57
C -0.24 0.40 -0.19
C -0.57 1.60 0.70
N -0.66 -0.87 0.41
C -2.07 -0.96 0.80
H 2.13 2.04 0.37
H 3.07 1.34 -0.94
H 1.59 2.26 -1.28
H 1.68 -0.44 0.15
H 1.27 -0.25 -1.54
H -0.82 0.46 -1.12
H -1.65 1.71 0.82
H -0.21 2.53 0.27
H -0.12 1.52 1.69
H -0.12 -1.04 1.25
H -2.35 -2.01 0.92
H -2.30 -0.48 1.76
H -2.72 -0.53 0.04
O 0.51 -3.01 -1.28
H 0.15 -2.26 -0.77
H 0.12 -3.81 -0.90
*
```

These are the natural (NBO) partial charges, in e, on atoms 1 to 2: atom 1 (C): -0.61, atom 2 (C): -0.40



Entry 7:
A 2-piece molecular cluster, C5H15NO overall at a distorted geometry, computed with ωB97M-V/def2-TZVPD.

Frontier orbital gap ... 0.3390 hartree
Molecular weight ... 105.2 g mol⁻¹
SMILES string ... CCN(C)CC.O
Calculated total energy ... -8963.329 eV
Strongest force on any atom ... 4.37 eV/Å

```
! RIJCOSX wB97M-V def2-TZVPD def2/J DEFGRID3
* xyz 0 1
C -2.05 -1.29 1.05
C -0.68 -1.42 0.32
N -0.09 -0.03 0.15
C 1.05 0.08 -0.72
C -1.13 0.92 -0.25
C -0.59 2.33 -0.35
H -2.80 -1.18 0.22
H -2.22 -0.44 1.80
H -2.51 -2.19 1.52
H -0.05 -2.14 0.99
H -0.70 -1.95 -0.65
H 1.66 -0.94 -0.46
H 0.83 0.15 -1.80
H 1.67 0.93 -0.22
H -1.58 0.66 -1.17
H -1.91 1.01 0.48
H -1.13 2.86 -1.07
H -0.66 3.16 0.35
H 0.52 2.42 -0.63
O 3.95 -1.17 0.53
H 3.55 -0.94 -0.40
H 4.88 -0.85 0.29
*
```

These are the natural (NBO) partial charges, in e, on atoms 1 to 2: atom 1 (C): -0.65, atom 2 (C): -0.22



Entry 8:
A 2-piece molecular cluster, C5H15NO overall at a distorted geometry, computed with ωB97M-V/def2-TZVPD.

Frontier orbital gap (alpha / beta) ... 0.4222 / 0.2532 hartree
<S²> ... 0.755
Molecular weight ... 105.2 g mol⁻¹
Calculated total energy ... -8955.784 eV
Strongest force on any atom ... 5.41 eV/Å

```
! RIJCOSX wB97M-V def2-TZVPD def2/J DEFGRID3
* xyz 1 2
C 0.96 2.20 0.60
N -0.04 1.55 -0.17
C -0.78 -1.99 1.04
C -0.03 -0.90 0.34
C -0.80 0.41 0.24
C -1.98 0.35 -0.76
H 0.78 2.00 1.67
H 1.91 1.95 0.52
H 0.92 3.32 0.51
H -0.35 2.23 -0.86
H -0.80 -1.88 2.12
H -1.61 -2.33 0.46
H -0.10 -2.84 0.85
H 0.20 -1.07 -0.80
H 0.93 -0.64 0.86
H -1.21 0.66 1.34
H -2.32 1.43 -0.70
H -2.75 -0.30 -0.49
H -1.76 0.55 -1.82
H 3.14 -0.96 -2.03
H 2.50 -2.19 -1.67
O 3.18 -1.55 -1.24
*
```

These are the natural (NBO) partial charges, in e, on atoms 1 to 2: atom 1 (C): -0.48, atom 2 (N): -0.12



Entry 9:
A 2-piece molecular cluster, C5H15NO2 overall at a distorted geometry, computed with ωB97M-V/def2-TZVPD.

Frontier orbital gap ... 0.3307 hartree
Molecular weight ... 121.2 g mol⁻¹
SMILES string ... CCN(C)CCO.O
Calculated total energy ... -11012.344 eV
Strongest force on any atom ... 1.34 eV/Å

```
! RIJCOSX wB97M-V def2-TZVPD def2/J DEFGRID3
* xyz 0 1
C 0.64 1.98 1.19
C 0.77 0.51 0.73
N 0.82 0.39 -0.73
C 2.18 0.48 -1.30
C 0.09 -0.77 -1.25
C -1.41 -0.55 -1.24
O -1.94 -1.08 -0.02
H 0.24 2.57 0.37
H 1.61 2.35 1.52
H -0.10 2.02 1.99
H -0.05 -0.11 1.07
H 1.69 0.09 1.15
H 2.12 1.18 -2.13
H 2.86 0.89 -0.55
H 2.50 -0.47 -1.74
H 0.46 -0.90 -2.26
H 0.29 -1.64 -0.63
H -1.88 -1.04 -2.09
H -1.57 0.53 -1.27
H -2.87 -0.84 0.04
O -2.12 -1.96 2.78
H -2.77 -2.25 2.14
H -1.57 -1.38 2.23
*
```

These are the natural (NBO) partial charges, in e, on atoms 1 to 2: atom 1 (C): -0.63, atom 2 (C): -0.22



Entry 10:
A 3-piece molecular cluster, C5H15NO2 overall at a distorted geometry, computed with ωB97M-V/def2-TZVPD.

Frontier orbital gap ... 0.3422 hartree
Molecular weight ... 121.2 g mol⁻¹
SMILES string ... C=C(CC)NC.O.O
Calculated total energy ... -11011.708 eV
Strongest force on any atom ... 2.53 eV/Å

```
! RIJCOSX wB97M-V def2-TZVPD def2/J DEFGRID3
* xyz 0 1
C 2.58 0.83 0.68
C 1.40 0.41 0.20
C 0.11 0.48 1.20
C -0.54 -0.81 1.79
N 1.13 0.19 -1.19
C -0.15 0.93 -1.60
H 3.31 0.95 -0.11
H 2.71 1.15 1.74
H -0.69 0.99 0.71
H 0.44 1.15 2.01
H -0.01 -1.19 2.66
H -0.56 -1.57 0.95
H -1.54 -0.58 2.28
H 1.89 0.41 -1.79
H -0.29 0.76 -2.65
H -0.88 0.39 -0.98
H -0.19 2.03 -1.40
O 0.02 -2.31 -1.17
H 0.64 -1.56 -1.31
H 0.54 -3.18 -1.17
O -3.08 0.23 -0.57
H -3.98 0.63 -0.51
H -2.86 -0.34 0.21
*
```

These are the natural (NBO) partial charges, in e, on atoms 1 to 2: atom 1 (C): -0.50, atom 2 (C): 0.21



Entry 11:
A 2-piece molecular cluster, C5H15NO2 overall, computed with ωB97M-V/def2-TZVPD.

Frontier orbital gap ... 0.3688 hartree
Molecular weight ... 121.2 g mol⁻¹
SMILES string ... CCNCCCO.O
Calculated total energy ... -11012.742 eV
Strongest force on any atom ... 0.89 eV/Å

```
! RIJCOSX wB97M-V def2-TZVPD def2/J DEFGRID3
* xyz 0 1
C 0.56 0.00 2.67
C -0.51 -0.40 1.69
N -0.05 -0.94 0.41
C -0.41 -0.11 -0.75
C 0.27 1.26 -0.77
C 0.35 1.90 -2.17
O 1.58 1.60 -2.84
H 1.28 -0.80 2.84
H 0.12 0.22 3.64
H 1.11 0.89 2.32
H -1.20 -1.11 2.14
H -1.18 0.45 1.48
H 0.96 -1.04 0.34
H -1.49 0.05 -0.74
H -0.20 -0.63 -1.68
H 1.31 1.15 -0.51
H -0.19 1.96 -0.07
H -0.42 1.50 -2.83
H 0.27 2.99 -2.11
H 2.06 0.89 -2.41
O -1.82 -3.26 -0.21
H -1.18 -2.70 0.29
H -1.25 -3.85 -0.71
*
```

These are the natural (NBO) partial charges, in e, on atoms 1 to 2: atom 1 (C): -0.62, atom 2 (C): -0.22



Entry 12:
A 2-piece molecular cluster, C5H15NO2 overall at a distorted geometry, computed with ωB97M-V/def2-TZVPD.

Frontier orbital gap ... 0.3515 hartree
Molecular weight ... 121.2 g mol⁻¹
SMILES string ... CCCCNCO.O
Calculated total energy ... -11012.559 eV
Strongest force on any atom ... 2.04 eV/Å

```
! RIJCOSX wB97M-V def2-TZVPD def2/J DEFGRID3
* xyz 0 1
C 1.36 1.25 2.53
C 0.23 0.47 1.88
C -0.79 1.21 0.98
C -0.32 1.45 -0.44
N -0.50 0.27 -1.34
C 0.72 -0.32 -1.84
O 0.60 -1.74 -1.94
H 1.22 1.29 3.60
H 1.29 2.31 2.24
H 2.32 0.85 2.27
H 0.58 -0.40 1.32
H -0.46 -0.02 2.58
H -1.06 2.16 1.44
H -1.69 0.59 1.01
H -0.92 2.18 -0.98
H 0.73 1.77 -0.45
H -1.01 -0.46 -0.85
H 0.93 0.09 -2.84
H 1.60 -0.18 -1.21
H 0.14 -1.93 -2.76
O -1.42 -2.06 0.10
H -0.82 -1.81 0.82
H -0.76 -2.23 -0.59
*
```

These are the natural (NBO) partial charges, in e, on atoms 1 to 2: atom 1 (C): -0.62, atom 2 (C): -0.40